[1]
C29H31BI2N10OSc | ωB97M-V/def2-TZVPD

Each line ends with the Mulliken charge.
Geometry (Å):
1 Sc -0.01 0.04 -0.51  0.46
2 C -1.99 -3.47 -0.29  -1.29
3 C -1.67 -2.62 0.90  0.77
4 C -2.07 -2.96 2.18  -1.66
5 C -1.53 -1.99 3.00  0.00
6 N -0.85 -1.12 2.25  0.72
7 N -0.93 -1.49 0.92  -0.05
8 B -0.09 0.16 2.70  0.32
9 N -0.88 1.36 2.10  0.46
10 C -1.73 2.15 2.76  -0.25
11 C -2.41 2.92 1.85  -1.63
12 C -1.94 2.52 0.60  0.82
13 C -2.43 3.09 -0.68  -0.89
14 N -1.00 1.56 0.76  -0.19
15 N 1.37 0.06 2.14  0.72
16 C 2.44 -0.15 2.92  -0.02
17 C 3.48 -0.61 2.13  -1.58
18 C 2.96 -0.69 0.85  0.51
19 C 3.68 -1.27 -0.32  -1.28
20 N 1.68 -0.25 0.84  0.04
21 N 0.03 0.37 4.18  0.55
22 C 0.49 1.49 4.79  -0.32
23 C 0.76 1.20 6.10  -1.26
24 C 0.44 -0.17 6.23  0.71
25 C 0.51 -1.03 7.45  -1.29
26 N 0.02 -0.66 5.08  -1.10
27 H -2.52 -4.36 0.06  0.49
28 H -1.10 -3.86 -0.79  0.37
29 H -2.65 -2.99 -1.01  0.23
30 H -2.66 -3.81 2.48  0.48
31 H -1.54 -1.86 4.07  0.60
32 H -1.79 2.10 3.83  0.65
33 H -3.15 3.67 2.05  0.47
34 H -3.08 3.93 -0.46  0.45
35 H -3.02 2.37 -1.25  0.19
36 H -1.62 3.46 -1.31  -0.09
37 H 2.39 0.00 3.98  0.40
38 H 4.46 -0.89 2.45  0.56
39 H 4.36 -2.04 0.05  0.49
40 H 4.28 -0.54 -0.85  0.20
41 H 3.01 -1.74 -1.04  0.12
42 H 0.62 2.41 4.24  0.58
43 H 1.13 1.87 6.86  0.46
44 H 1.00 -0.51 8.26  0.37
45 H 1.07 -1.94 7.24  0.32
46 H -0.49 -1.31 7.78  0.29
47 I -3.05 1.28 -7.62  0.34
48 C -2.20 1.27 -5.79  -0.38
49 C -1.46 2.38 -5.34  -0.05
50 C -0.89 2.40 -4.09  -0.16
51 I 0.27 3.98 -3.49  0.14
52 C -1.11 1.29 -3.21  0.13
53 O -0.70 1.29 -2.01  -0.01
54 C -1.81 0.13 -3.70  0.18
55 C -1.93 -1.04 -2.76  -1.03
56 N -0.63 -1.45 -2.17  0.22
57 C 0.42 -1.75 -3.17  -1.37
58 C 1.48 -0.68 -3.22  0.76
59 C 2.31 -0.53 -4.32  -0.98
60 C 3.29 0.45 -4.30  -0.62
61 C 3.41 1.26 -3.18  -1.00
62 C 2.55 1.05 -2.12  -0.82
63 N 1.61 0.09 -2.13  1.27
64 C -2.34 0.13 -4.95  -0.29
65 H -1.33 3.22 -6.01  0.45
66 H -2.38 -1.88 -3.31  0.53
67 H -2.61 -0.80 -1.93  0.41
68 H -0.81 -2.31 -1.65  -0.37
69 H -0.02 -1.88 -4.17  0.59
70 H 0.88 -2.70 -2.91  0.53
71 H 2.18 -1.17 -5.19  0.57
72 H 3.94 0.59 -5.15  0.47
73 H 4.15 2.04 -3.13  0.56
74 H 2.61 1.65 -1.22  0.53
75 H -2.88 -0.73 -5.33  0.48

The energy comes out at -85096.2041 eV. As for the strongest force on any atom: 0.667 eV/A. The net charge is +2. For the energy above the lowest of the compared OMol25 structures with the same formula, charge and spin, the calculation gives 0.00 kcal/mol. Its spin multiplicity is 2. As for the gap between HOMO and LUMO (spin up / spin down): 0.2912 / 0.1731 hartree. The calculation puts the LUMO energy (spin up / spin down) at -5.4 / -8.7 eV.



[2]
C19H18CrF6N4PSbSe | ωB97M-V/def2-TZVPD

Each line ends with the Mulliken charge.
Geometry (Å):
1 Cr -0.18 0.03 -0.16  -0.41
2 C -2.48 -1.53 -1.88  -1.09
3 C -1.67 -2.47 -1.06  0.98
4 C -1.92 -3.84 -1.08  -0.90
5 C -1.16 -4.69 -0.31  -0.48
6 C -0.15 -4.16 0.47  -0.78
7 C 0.06 -2.79 0.45  0.09
8 N -0.69 -1.95 -0.30  0.82
9 Sb 1.62 -1.99 1.68  0.95
10 C 0.31 -0.52 2.54  0.20
11 C 0.47 -0.24 3.88  -0.88
12 C -0.42 0.65 4.48  -0.48
13 C -1.42 1.22 3.73  -0.74
14 C -1.53 0.92 2.37  0.95
15 C -2.57 1.53 1.50  -1.20
16 N -0.67 0.06 1.81  0.41
17 C 2.46 -0.86 0.05  0.24
18 C 3.83 -0.74 -0.01  -0.85
19 C 4.40 -0.08 -1.09  -0.49
20 C 3.58 0.42 -2.08  -0.81
21 C 2.20 0.29 -1.98  1.01
22 C 1.26 0.83 -3.01  -1.22
23 N 1.67 -0.34 -0.92  0.31
24 H -3.25 -2.04 -2.45  0.36
25 H -2.98 -0.79 -1.24  0.15
26 H -1.85 -0.99 -2.59  0.12
27 H -2.72 -4.22 -1.70  0.49
28 H -1.35 -5.76 -0.32  0.44
29 H 0.48 -4.79 1.08  0.44
30 H 1.25 -0.71 4.46  0.43
31 H -0.31 0.90 5.53  0.44
32 H -2.11 1.92 4.16  0.46
33 H -3.22 2.19 2.07  0.45
34 H -2.10 2.13 0.71  0.07
35 H -3.18 0.75 1.03  0.23
36 H 4.45 -1.17 0.76  0.42
37 H 5.47 0.04 -1.16  0.44
38 H 3.99 0.95 -2.93  0.47
39 H 1.80 1.16 -3.89  0.47
40 H 0.54 0.06 -3.31  0.24
41 H 0.71 1.68 -2.61  0.11
42 Se -2.04 2.31 -2.11  0.09
43 C -3.28 1.41 -3.11  0.19
44 N -4.06 0.83 -3.73  -0.50
45 F 0.51 1.81 0.11  -0.41
46 P 1.00 3.61 0.34  1.33
47 F 2.31 3.00 0.99  -0.33
48 F 1.42 5.10 0.54  -0.27
49 F 0.26 3.48 1.75  -0.30
50 F -0.40 3.95 -0.35  -0.34
51 F 1.66 3.47 -1.10  -0.34

The energy comes out at -151851.5827 eV. As for the strongest force on any atom: 2.590 eV/A. The net charge is +1. Its spin multiplicity is 2. As for the gap between HOMO and LUMO (spin up / spin down): 0.1804 / 0.1903 hartree. The calculation puts the LUMO energy (spin up / spin down) at -6.2 / -5.9 eV.



[3]
C5H13N2O | ωB97M-V/def2-TZVPD

Each line ends with the Mulliken charge.
Geometry (Å):
1 C -0.35 2.67 2.02  -1.15
2 C -0.48 1.17 2.00  0.76
3 C -1.08 0.36 2.85  -0.99
4 N 0.13 0.55 0.80  -0.27
5 H -1.10 3.08 2.70  0.36
6 H 0.63 2.94 2.39  0.30
7 H -0.62 3.07 1.04  0.38
8 H -1.15 -0.70 2.66  0.26
9 H -1.64 0.70 3.71  0.29
10 H -0.13 1.03 -0.06  0.40
11 H -0.16 -0.43 0.67  0.30
12 H 1.16 0.56 0.83  0.38
13 C -0.75 -1.75 -2.03  0.02
14 N 0.37 -2.13 -2.64  -0.11
15 C 1.62 -1.41 -2.57  -0.70
16 O -0.81 -0.86 -1.18  -0.66
17 H -1.65 -2.30 -2.33  0.38
18 H 0.24 -2.89 -3.30  0.25
19 H 1.47 -0.37 -2.88  0.27
20 H 2.36 -1.92 -3.17  0.33
21 H 1.95 -1.37 -1.53  0.20

The energy comes out at -10417.1011 eV. As for the strongest force on any atom: 1.074 eV/A. The net charge is +1. For the energy above the lowest of the compared OMol25 structures with the same formula, charge and spin, the calculation gives 25.25 kcal/mol. As for the gap between HOMO and LUMO: 0.3934 hartree. The calculation puts the LUMO energy at -3.0 eV.